The following is a DFT calculation (ωB97M-V/def2-TZVPD) of the molecule C17H19N3O3S2.

Summary:
HOMO level (eV): -8.4
SMILES: C/C(=N\NC(=O)c1cccc(S(=O)(=O)N2CCCC2)c1)c1cccs1
Relative energy (zero: lowest compared OMol25 entry of this formula, charge and spin) (kcal/mol): 76.23
E (eV): -50219.630

The geometry in ORCA input format:
```
! wB97M-V def2-TZVPD RIJCOSX def2/J DEFGRID3
* xyz 0 1
C 2.307 -0.678 4.155
C 1.274 -0.532 3.072
N 0.921 0.580 2.540
N 1.438 1.748 2.952
C 1.163 2.941 2.346
O 1.512 3.981 2.868
C 0.457 2.882 1.037
C 0.745 1.910 0.083
C 0.110 1.958 -1.140
C -0.811 2.942 -1.443
C -1.095 3.914 -0.497
C -0.455 3.890 0.731
H -0.648 4.653 1.470
H -1.804 4.697 -0.719
H -1.276 2.939 -2.415
S 0.508 0.747 -2.400
O 0.881 1.435 -3.601
O 1.436 -0.203 -1.848
N -1.023 0.081 -2.650
C -1.270 -0.432 -3.990
H -0.556 0.034 -4.668
C -1.133 -1.968 -3.920
H -2.069 -2.442 -4.215
H -0.345 -2.328 -4.577
C -0.815 -2.260 -2.448
H 0.261 -2.344 -2.299
H -1.297 -3.165 -2.083
C -1.304 -1.001 -1.728
H -0.780 -0.818 -0.792
H -2.383 -1.033 -1.550
H -2.281 -0.138 -4.286
H 1.465 1.127 0.261
H 1.997 1.807 3.804
C 0.599 -1.699 2.558
C -0.534 -1.717 1.784
C -0.934 -3.013 1.420
C -0.108 -3.974 1.917
S 1.172 -3.313 2.844
H -0.172 -5.037 1.798
H -1.799 -3.227 0.818
H -1.053 -0.815 1.517
H 2.490 -1.725 4.374
H 1.965 -0.190 5.069
H 3.245 -0.215 3.848
*
```



The following is a DFT calculation (ωB97M-V/def2-TZVPD) of the molecule C17H19N3O4S.

Summary:
HOMO level (eV): -9.0
SMILES: Cc1cc(-c2ccc(C(C)C)c(S(=O)(=O)Nc3cc(C)on3)c2)on1
Relative energy (zero: lowest compared OMol25 entry of this formula, charge and spin) (kcal/mol): 95.86
E (eV): -41430.472

The geometry in ORCA input format:
```
! wB97M-V def2-TZVPD RIJCOSX def2/J DEFGRID3
* xyz 0 1
C 5.510 2.250 2.334
C 4.039 2.072 2.309
N 3.225 2.920 2.885
O 1.963 2.482 2.689
C 1.991 1.339 1.975
C 3.300 1.027 1.701
H 3.685 0.189 1.160
C 0.743 0.683 1.642
C 0.727 -0.485 0.883
C -0.471 -1.096 0.574
C -1.692 -0.600 1.012
C -1.663 0.577 1.761
C -0.477 1.211 2.071
H -0.479 2.121 2.651
H -2.590 1.006 2.109
C -2.993 -1.282 0.685
H -2.766 -2.258 0.254
C -3.831 -1.512 1.946
H -4.166 -0.574 2.381
H -3.253 -2.056 2.688
H -4.709 -2.102 1.696
C -3.771 -0.452 -0.341
H -3.191 -0.328 -1.252
H -4.703 -0.953 -0.591
H -4.005 0.532 0.058
S -0.340 -2.555 -0.458
O 1.028 -2.709 -0.851
O -1.017 -3.676 0.119
N -1.274 -2.125 -1.798
C -0.791 -1.289 -2.769
N -1.279 -1.276 -3.987
O -0.612 -0.303 -4.666
C 0.289 0.274 -3.856
C 0.222 -0.303 -2.621
H 0.800 -0.088 -1.751
C 1.141 1.356 -4.406
H 1.885 0.936 -5.082
H 0.532 2.059 -4.970
H 1.648 1.873 -3.598
H -1.926 -2.821 -2.125
H 1.636 -0.937 0.521
H 5.981 1.396 2.817
H 5.896 2.322 1.319
H 5.758 3.155 2.880
*
```



The following is a DFT calculation (ωB97M-V/def2-TZVPD) of a structure of composition C17H19N3O6Sr.

Summary:
HOMO level (eV): -7.1
E (eV): -35531.410

The geometry in ORCA input format:
```
! wB97M-V def2-TZVPD RIJCOSX def2/J DEFGRID3
* xyz 0 1
Sr 0.716 0.304 0.630
O 1.215 -0.088 3.175
C 2.398 0.496 3.674
C 3.539 0.532 2.681
C 4.842 0.588 3.167
C 5.895 0.665 2.276
C 5.624 0.680 0.915
C 4.306 0.623 0.514
N 3.279 0.550 1.371
H 0.470 0.544 3.150
H 2.732 -0.092 4.532
H 2.213 1.513 4.034
H 5.021 0.561 4.234
H 6.914 0.705 2.636
H 6.416 0.734 0.183
H 4.050 0.633 -0.540
O -5.439 -3.838 0.792
C -5.373 -2.605 0.916
O -6.233 -1.714 0.933
C -3.910 -2.071 1.052
C -2.833 -2.937 0.915
C -1.554 -2.425 0.947
N -1.291 -1.126 1.146
C -2.330 -0.290 1.339
C -3.644 -0.726 1.279
C -2.046 1.188 1.602
O -2.968 1.975 1.508
O -0.818 1.503 1.886
H -3.039 -3.989 0.766
H -0.693 -3.072 0.803
H -4.468 -0.037 1.395
C 0.883 0.506 -4.321
N -0.492 0.719 -3.885
C -1.558 0.845 -4.877
C -0.728 0.747 -2.574
C -2.124 0.938 -2.057
O 0.220 0.585 -1.768
H 0.920 0.530 -5.406
H 1.252 -0.459 -3.972
H 1.535 1.284 -3.926
H -1.141 0.648 -5.860
H -1.983 1.848 -4.882
H -2.352 0.122 -4.697
H -2.817 1.359 -2.778
H -2.094 1.579 -1.176
H -2.511 -0.032 -1.733
*
```



The following is a DFT calculation (ωB97M-V/def2-TZVPD) of the molecule C17H19N3OS.

Summary:
HOMO level (eV): -7.5
SMILES: CCNc1nc2c(C)c(C)c(O)c(Cc3cccnc3)c2s1
Relative energy (zero: lowest compared OMol25 entry of this formula, charge and spin) (kcal/mol): 19.77
E (eV): -35290.836

The geometry in ORCA input format:
```
! wB97M-V def2-TZVPD RIJCOSX def2/J DEFGRID3
* xyz 0 1
N -1.336 1.513 1.045
N 0.087 -2.608 -4.142
O 3.620 -0.960 0.672
S -0.747 1.045 -1.474
C -1.808 1.607 -0.180
C 0.489 -3.800 -3.673
C 0.591 -1.516 -3.493
C 1.266 -3.940 -2.547
C 1.795 -2.845 -1.903
C -0.089 0.875 1.054
C 2.425 -0.331 0.767
C 0.406 0.509 -0.237
C 0.692 0.665 2.197
C 1.995 0.074 2.042
C 1.488 -1.611 -2.414
C 1.685 -0.051 -0.399
N -2.986 2.247 -0.525
C 0.135 0.996 3.577
C 2.856 -0.282 3.281
C 2.142 -0.365 -1.790
C -5.374 2.528 -0.215
C -3.980 2.727 0.428
H 3.964 -1.098 1.559
H 0.138 -4.701 -4.179
H 0.305 -0.539 -3.879
H 1.550 -4.906 -2.170
H 2.527 -2.973 -1.112
H -3.209 2.251 -1.504
H -0.940 1.233 3.480
H 0.674 1.810 4.076
H 0.161 0.175 4.278
H 2.590 -1.289 3.627
H 3.921 -0.293 2.977
H 2.721 0.450 4.070
H 1.925 0.556 -2.331
H 3.244 -0.469 -1.849
H -5.413 2.969 -1.204
H -5.617 1.470 -0.308
H -6.145 2.952 0.442
H -3.837 3.792 0.599
H -3.908 2.131 1.358
*
```



The following is a DFT calculation (ωB97M-V/def2-TZVPD) of the molecule C17H19N3OS.

Summary:
HOMO level (eV): -8.2
SMILES: Cc1cc(N2CCCC2)nc(SCC(=O)c2ccccc2)n1
Relative energy (zero: lowest compared OMol25 entry of this formula, charge and spin) (kcal/mol): 12.97
E (eV): -35291.131

The geometry in ORCA input format:
```
! wB97M-V def2-TZVPD RIJCOSX def2/J DEFGRID3
* xyz 0 1
C -0.979 -1.983 -2.519
C -0.477 -0.814 -1.733
N -1.332 0.201 -1.570
C -0.880 1.243 -0.901
N 0.316 1.411 -0.382
C 1.182 0.396 -0.527
N 2.389 0.562 0.027
C 3.469 -0.399 -0.019
C 4.550 0.221 0.868
H 5.551 -0.071 0.559
C 4.294 1.720 0.725
H 4.719 2.299 1.542
C 2.772 1.793 0.690
H 2.380 2.649 0.138
H 2.348 1.819 1.701
H 4.710 2.083 -0.215
H 4.401 -0.084 1.904
H 3.142 -1.375 0.350
H 3.827 -0.521 -1.050
C 0.801 -0.771 -1.220
H 1.479 -1.597 -1.351
S -1.977 2.602 -0.663
C -3.586 1.760 -0.898
C -3.976 1.187 0.447
O -4.868 1.641 1.117
C -3.105 0.051 0.872
C -2.087 0.267 1.793
C -1.225 -0.764 2.123
C -1.391 -2.017 1.560
C -2.425 -2.242 0.666
C -3.274 -1.209 0.312
H -4.073 -1.377 -0.395
H -2.563 -3.222 0.234
H -0.717 -2.820 1.818
H -0.420 -0.585 2.821
H -1.959 1.248 2.227
H -4.298 2.513 -1.230
H -3.415 0.987 -1.646
H -0.587 -2.913 -2.116
H -0.652 -1.892 -3.555
H -2.064 -1.998 -2.502
*
```



The following is a DFT calculation (ωB97M-V/def2-TZVPD) of a structure of composition C17H19N4O3Ru.

Summary:
HOMO level (spin up / spin down) (eV): -11.5 / -11.5
Relative energy (zero: lowest compared OMol25 entry of this formula, charge and spin) (kcal/mol): 0.00
E (eV): -32615.943

The geometry in ORCA input format:
```
! wB97M-V def2-TZVPD RIJCOSX def2/J DEFGRID3
* xyz 1 1
Ru -0.084 -0.095 -0.098
N 0.198 -0.921 -2.059
C -0.645 -2.141 -2.150
C -1.153 -2.599 -0.787
O -1.677 -3.656 -0.597
N -0.970 -1.640 0.232
C -1.518 -1.840 1.576
C -1.351 -0.547 2.383
O -1.828 -0.444 3.481
O -0.673 0.401 1.767
H -0.043 -0.274 -2.802
H 1.176 -1.169 -2.195
H -0.115 -2.969 -2.617
H -1.525 -1.936 -2.759
H -0.986 -2.652 2.075
H -2.570 -2.118 1.522
C -2.375 4.085 1.215
N -1.935 3.821 -0.167
C -2.237 4.806 -1.211
C -1.341 2.711 -0.429
N -0.808 1.697 -0.625
H -1.925 5.015 1.558
H -2.059 3.265 1.856
H -3.460 4.169 1.235
H -1.782 5.759 -0.945
H -3.316 4.927 -1.295
H -1.834 4.468 -2.161
C 4.817 -2.789 -1.192
C 3.491 -3.256 -1.159
C 2.490 -2.465 -0.657
C 2.769 -1.172 -0.165
C 1.776 -0.299 0.383
C 2.123 0.856 1.051
C 3.467 1.304 1.024
C 4.423 0.540 0.429
C 4.111 -0.724 -0.150
C 5.120 -1.553 -0.688
H 5.599 -3.419 -1.592
H 3.266 -4.253 -1.513
H 1.484 -2.859 -0.575
H 1.371 1.419 1.592
H 3.727 2.236 1.507
H 5.455 0.867 0.417
H 6.144 -1.201 -0.680
*
```



The following is a DFT calculation (ωB97M-V/def2-TZVPD) of a structure of composition C17H19N4OPdS2.

Summary:
HOMO level (spin up / spin down) (eV): -10.6 / -10.6
E (eV): -51090.371

The geometry in ORCA input format:
```
! wB97M-V def2-TZVPD RIJCOSX def2/J DEFGRID3
* xyz 1 1
Pd -0.495 0.723 -0.376
N -1.784 -0.092 -4.422
C -1.354 -0.039 -3.151
S -1.669 1.438 -2.239
N -0.722 -1.051 -2.619
N -0.214 -0.877 -1.416
C 0.265 -1.948 -0.702
C 0.259 -3.308 -1.211
C -0.161 -4.349 -0.370
C -0.102 -5.658 -0.796
C 0.395 -5.956 -2.058
C 0.791 -4.932 -2.906
C 0.709 -3.615 -2.501
C 0.776 -1.624 0.576
C 1.631 -2.477 1.314
C 2.159 -2.047 2.501
C 1.840 -0.762 2.973
C 0.997 0.030 2.225
N 0.475 -0.365 1.062
H -2.358 0.646 -4.791
H -1.695 -0.956 -4.932
H -0.567 -4.105 0.601
H -0.445 -6.448 -0.146
H 0.471 -6.984 -2.376
H 1.181 -5.167 -3.884
H 1.045 -2.819 -3.146
H 1.877 -3.448 0.912
H 2.821 -2.684 3.065
H 2.248 -0.407 3.904
H 0.707 1.017 2.570
O -0.595 2.458 0.828
S -0.497 3.850 0.229
C -1.904 4.762 0.972
C -1.439 5.216 2.344
C -0.021 5.735 2.133
C 0.718 4.659 1.357
H -2.768 4.103 0.978
H -2.093 5.609 0.315
H -1.441 4.372 3.035
H -2.086 5.994 2.745
H 0.485 5.948 3.074
H -0.057 6.656 1.549
H 1.067 3.855 2.003
H 1.549 5.050 0.777
*
```



The following is a DFT calculation (ωB97M-V/def2-TZVPD) of a structure of composition C17H19NNiS.

Summary:
HOMO level (spin up / spin down) (eV): -6.6 / -7.6
E (eV): -71300.872

The geometry in ORCA input format:
```
! wB97M-V def2-TZVPD RIJCOSX def2/J DEFGRID3
* xyz 0 3
C -1.437 -1.187 -1.572
C 1.153 -0.214 -1.798
C -1.591 0.309 -1.583
H -2.467 -1.586 -1.657
C 0.767 1.122 -1.583
H 2.081 -0.591 -1.372
H -2.586 0.667 -1.212
H 1.441 1.765 -1.046
C -1.335 1.075 -2.891
H -2.139 1.782 -3.045
H -1.295 0.562 -3.859
C -0.537 -1.920 -2.553
H -1.143 -2.280 -3.420
H -0.126 -2.733 -1.917
C 0.686 -1.049 -2.956
H 0.478 -0.549 -3.914
H 1.454 -1.798 -3.222
C -0.080 1.875 -2.562
H 0.416 2.186 -3.487
H -0.409 2.774 -2.032
Ni -0.023 0.215 -0.134
H -1.003 -1.497 -0.590
S 3.027 0.706 3.383
C 3.833 0.916 1.878
C 2.947 0.773 0.787
C 1.635 0.427 1.136
C 1.516 0.336 2.501
C 0.242 -0.027 3.058
C -0.099 -0.176 4.434
C -1.408 -0.537 4.760
C -2.365 -0.661 3.760
C -1.974 -0.453 2.438
N -0.709 -0.197 2.106
H 4.892 1.128 1.779
H 3.241 0.927 -0.234
H 0.664 0.000 5.199
H -1.670 -0.729 5.806
H -3.404 -0.901 3.998
H -2.672 -0.459 1.613
*
```



The following is a DFT calculation (ωB97M-V/def2-TZVPD) of the molecule C17H19NO2S.

Summary:
HOMO level (eV): -8.5
SMILES: COc1ccccc1CNC(=O)c1csc2c1CCCC2
Relative energy (zero: lowest compared OMol25 entry of this formula, charge and spin) (kcal/mol): 0.53
E (eV): -34358.350

The geometry in ORCA input format:
```
! wB97M-V def2-TZVPD RIJCOSX def2/J DEFGRID3
* xyz 0 1
C 1.810 0.402 -2.709
H 1.572 1.467 -2.611
O 1.864 -0.237 -1.458
C 2.832 0.122 -0.571
C 3.713 1.180 -0.750
C 4.654 1.475 0.223
C 4.726 0.723 1.379
C 3.848 -0.334 1.560
C 2.904 -0.652 0.600
C 1.951 -1.800 0.790
N 0.577 -1.347 0.834
C -0.370 -1.824 -0.006
O -0.187 -2.770 -0.746
C -1.680 -1.125 0.088
C -2.850 -1.817 0.011
S -4.229 -0.800 0.093
C -3.218 0.607 0.200
C -1.895 0.285 0.192
C -0.838 1.348 0.229
C -1.422 2.687 -0.219
C -2.688 2.995 0.578
C -3.785 1.985 0.236
H -4.211 2.220 -0.746
H -4.599 2.042 0.962
H -2.461 2.941 1.644
H -3.039 4.004 0.359
H -1.666 2.643 -1.282
H -0.683 3.478 -0.072
H -0.453 1.459 1.250
H -0.005 1.057 -0.413
H -2.969 -2.878 -0.080
H 0.368 -0.566 1.433
H 2.197 -2.340 1.712
H 2.006 -2.491 -0.057
H 3.903 -0.930 2.459
H 5.460 0.954 2.135
H 5.333 2.301 0.067
H 3.675 1.781 -1.646
H 1.009 -0.097 -3.253
H 2.749 0.288 -3.260
*
```



The following is a DFT calculation (ωB97M-V/def2-TZVPD) of the molecule C17H19NS.

Summary:
HOMO level (eV): -8.0
SMILES: c1ccc(SCCN2CCc3ccccc3C2)cc1
Relative energy (zero: lowest compared OMol25 entry of this formula, charge and spin) (kcal/mol): 0.00
E (eV): -30262.837

The geometry in ORCA input format:
```
! wB97M-V def2-TZVPD RIJCOSX def2/J DEFGRID3
* xyz 0 1
C -5.252 -1.404 -0.143
C -4.013 -1.382 -0.759
C -3.156 -0.307 -0.594
C -3.546 0.761 0.202
C -4.793 0.742 0.824
C -5.639 -0.334 0.650
H -6.604 -0.339 1.135
H -5.083 1.580 1.440
S -2.558 2.200 0.497
C -0.994 1.850 -0.365
C -0.178 0.740 0.308
N 0.380 -0.137 -0.707
C 1.551 0.427 -1.354
C 2.813 0.341 -0.529
C 3.887 1.174 -0.816
C 5.060 1.093 -0.090
C 5.168 0.171 0.939
C 4.103 -0.659 1.230
C 2.921 -0.587 0.503
C 1.766 -1.484 0.862
C 0.684 -1.471 -0.223
H 1.022 -2.053 -1.086
H -0.237 -1.925 0.153
H 1.339 -1.143 1.811
H 2.122 -2.505 1.017
H 4.183 -1.378 2.033
H 6.081 0.102 1.512
H 5.887 1.747 -0.323
H 3.796 1.892 -1.619
H 1.705 -0.121 -2.293
H 1.343 1.468 -1.614
H -0.839 0.142 0.940
H 0.590 1.188 0.956
H -0.470 2.805 -0.358
H -1.228 1.584 -1.395
H -2.196 -0.321 -1.086
H -3.703 -2.210 -1.379
H -5.912 -2.247 -0.278
*
```



The following is a DFT calculation (ωB97M-V/def2-TZVPD) of a cluster of 2 separate species, C17H20Br2ClFN3O9P2S in total.

Summary:
HOMO level (eV): -11.9
E (eV): -225571.755

The geometry in ORCA input format:
```
! wB97M-V def2-TZVPD RIJCOSX def2/J DEFGRID3
* xyz 1 1
C 1.481 -1.479 2.191
C 0.055 -1.500 2.921
Br 0.009 -2.452 4.687
C -1.149 -0.891 2.396
Br -2.752 -1.101 3.565
N -1.132 -0.208 1.065
C -2.384 -0.310 0.254
C -3.099 -1.731 0.169
S -4.958 -1.392 0.251
O -5.463 -1.255 1.661
O -5.360 -0.198 -0.579
C -2.081 0.184 -1.277
P -0.929 -0.940 -2.270
O -0.462 -2.368 -1.455
O -1.622 -1.459 -3.759
N -1.707 1.615 -1.195
O -1.888 2.335 -2.312
C -0.789 2.347 -3.217
N 0.281 2.352 -3.803
C -0.539 1.930 -0.361
C -0.165 3.478 -0.158
C -1.383 4.507 -0.114
O -1.186 5.752 -0.039
F -2.787 4.120 -0.126
C -0.559 1.219 1.123
P -1.269 2.323 2.495
O -2.990 2.077 2.652
Cl -0.477 1.769 4.411
H 1.334 -2.033 1.176
H 2.227 -2.143 2.781
H 1.954 -0.446 2.076
H -0.399 -0.729 0.517
H -3.178 0.447 0.642
H -2.896 -2.471 1.016
H -2.959 -2.311 -0.816
H -5.544 -2.534 -0.344
H -3.127 0.145 -1.792
H -0.843 -3.187 -1.874
H -2.186 -0.726 -4.105
H 0.392 1.447 -0.875
H 0.525 3.687 0.752
H 0.479 3.781 -1.079
H 0.566 1.061 1.376
H -3.337 2.583 1.862
C 5.984 -1.354 0.303
C 6.577 -1.599 -0.867
C 5.822 -1.535 -2.136
O 6.360 -1.759 -3.203
C 4.387 -1.188 -2.059
C 3.796 -0.943 -0.889
C 4.550 -1.007 0.380
O 4.010 -0.782 1.452
H 6.522 -1.397 1.242
H 7.627 -1.854 -0.941
H 3.849 -1.144 -2.998
H 2.745 -0.688 -0.815
*
```



Short version: maximum force = 0.025 0.032 0.012 0.036 0.011 0.003 0.084 0.071 0.014 0.012 0.134 hartree/bohr, in the order given.